{"formula": "C3H9N3O", "method": "ωB97M-V with the def2-TZVPD basis set", "symbols": ["O", "C", "N", "C", "N", "C", "N", "H", "H", "H", "H", "H", "H", "H", "H", "H"], "positions_angstrom": [[1.514, -1.126, -0.531], [0.689, -0.206, -0.509], [-0.627, -0.372, -0.756], [-1.322, -1.495, -0.125], [-1.635, -1.410, 1.315], [1.221, 1.294, -0.767], [1.479, 1.903, 0.492], [-1.278, 0.348, -1.077], [-2.349, -1.504, -0.606], [-0.667, -2.311, -0.172], [-0.685, -1.305, 1.715], [-2.216, -0.609, 1.578], [0.635, 1.938, -1.444], [2.131, 1.207, -1.362], [2.335, 1.601, 1.050], [0.773, 2.047, 1.199]], "forces_ev_per_a": [[-1.2, 0.8, 1.7], [2.3, 1.5, -4.4], [-1.8, -0.5, 1.3], [-2.8, 1.5, 0.2], [1.6, 0.5, -0.2], [-0.3, -1.8, 0.3], [2.6, 0.9, 2.4], [1.1, 0.2, 0.5], [1.5, -0.9, 0.0], [0.3, -1.6, -0.8], [-1.1, 0.1, 0.5], [0.4, -0.2, -0.3], [-0.7, -0.4, 0.6], [0.3, -0.3, 0.5], [-1.5, 0.3, -1.7], [-0.6, -0.2, -0.7]], "mulliken_charge": [-0.59, 0.54, -0.17, -0.70, -0.59, -0.54, -0.56, 0.28, 0.32, 0.47, 0.27, 0.23, 0.30, 0.27, 0.24, 0.20], "e_tot_ha": -359.18253, "homo_ev": -8.748, "mol_weight_g_mol": 103.1, "de_lowest_kcal_mol": 38.9, "smiles": "NCNC(=O)CN", "homo_lumo_gap_ev": 9.458, "multiplicity": 1}